{"formula": "C5H14N3", "method": "wB97M-V/def2-TZVPD", "smiles": "C[C@@H](N)CC/[NH+]=C/N", "total_charge": 1, "fmax_ev_per_a": 3.4, "homo_ev": -13.7, "orbital_gap_ev": 10.268, "elements": ["C", "C", "C", "C", "N", "C", "N", "N", "H", "H", "H", "H", "H", "H", "H", "H", "H", "H", "H", "H", "H", "H"], "xyz": [[2.326, 0.878, 2.049], [1.377, 0.373, 1.017], [0.048, 1.150, 1.020], [-0.682, 1.192, -0.350], [-1.762, -1.759, -2.327], [-1.686, -0.475, -1.892], [-1.046, -0.138, -0.819], [1.105, -1.085, 0.981], [2.868, 1.836, 1.816], [1.907, 1.162, 3.005], [3.125, 0.020, 2.197], [1.800, 0.562, 0.035], [0.202, 2.263, 1.350], [-0.667, 0.631, 1.761], [-1.651, 1.863, -0.266], [-0.071, 1.770, -1.095], [-1.613, -2.505, -1.661], [-2.476, -1.916, -3.023], [-2.126, 0.340, -2.552], [-0.567, -0.836, -0.232], [2.040, -1.579, 0.766], [0.852, -1.451, 1.996]], "nbo_charge": [-0.64, -0.08, -0.42, -0.24, -0.73, 0.40, -0.53, -0.88, 0.24, 0.23, 0.22, 0.19, 0.25, 0.22, 0.23, 0.22, 0.42, 0.43, 0.23, 0.46, 0.39, 0.38]}


{"formula": "C3H4CuO3", "method": "wB97M-V/def2-TZVPD", "multiplicity": 3, "total_charge": 1, "fmax_ev_per_a": 3.8, "homo_ev": [-13.0, -15.4], "orbital_gap_ev": [8.494, 6.614], "elements": ["O", "C", "C", "H", "H", "H", "Cu", "O", "C", "O", "H"], "xyz": [[-0.431, -1.918, -1.021], [-0.458, -0.757, -0.780], [-1.569, 0.207, -0.606], [-1.327, 1.130, -1.140], [-1.900, 0.282, 0.438], [-2.352, -0.353, -1.205], [2.164, -1.490, 1.075], [0.565, -0.346, 0.187], [0.913, 0.917, 0.446], [2.033, 0.753, 1.107], [2.363, 1.575, 1.498]], "nbo_charge": [-0.42, 0.82, -0.76, 0.28, 0.28, 0.27, 0.86, -0.68, 0.52, -0.74, 0.56]}


What did the second record say?
{"formula": "C3H4CuO3", "method": "wB97M-V/def2-TZVPD", "multiplicity": 3, "total_charge": 1, "fmax_ev_per_a": 3.8, "homo_ev": [-13.0, -15.4], "orbital_gap_ev": [8.494, 6.614], "elements": ["O", "C", "C", "H", "H", "H", "Cu", "O", "C", "O", "H"], "xyz": [[-0.431, -1.918, -1.021], [-0.458, -0.757, -0.780], [-1.569, 0.207, -0.606], [-1.327, 1.130, -1.140], [-1.900, 0.282, 0.438], [-2.352, -0.353, -1.205], [2.164, -1.490, 1.075], [0.565, -0.346, 0.187], [0.913, 0.917, 0.446], [2.033, 0.753, 1.107], [2.363, 1.575, 1.498]], "nbo_charge": [-0.42, 0.82, -0.76, 0.28, 0.28, 0.27, 0.86, -0.68, 0.52, -0.74, 0.56]}